150
Properties=species:S:1:pos:R:3:forces:R:3 method="wB97M-V/def2-TZVPD" max_force_ev_per_a=3.294 lumo_ev="-1.035 / -1.035" charge=0 multiplicity=1
Hf 0.240200 0.132300 -0.505000 -2.2 -0.5 1.2
C -2.351500 7.145800 -1.289500 0.0 0.0 0.2
C -2.497600 6.648700 0.155600 -0.1 0.1 0.0
C -3.975900 6.370700 0.455000 0.1 0.1 0.0
C -2.021100 7.760400 1.090000 0.0 -0.2 -0.1
C -1.703200 5.359800 0.306800 0.0 0.0 -0.1
C -2.112100 4.240900 -0.397900 0.1 -0.2 0.0
C -1.403400 3.058500 -0.308300 0.0 -0.3 0.0
Se -2.070600 1.522100 -1.290400 -0.3 1.3 -0.5
C -1.365900 2.092300 -3.010900 0.1 -0.5 0.3
C -2.002400 2.977700 -3.857600 0.1 -0.1 0.1
C -1.400900 3.313200 -5.064700 -0.1 0.0 0.0
C -0.249200 2.618800 -5.423300 -0.2 0.0 0.0
C 0.373100 1.681700 -4.616300 0.1 -0.2 0.4
C -0.132900 1.498800 -3.308300 -0.4 0.5 -0.4
O 0.473900 0.794800 -2.375700 0.1 0.4 -1.1
C 1.514600 0.801800 -5.110000 0.2 -0.1 -0.1
C 1.819200 1.003600 -6.598100 -0.1 0.0 0.3
C 2.798400 1.078300 -4.319400 -0.2 0.0 0.1
C 1.074000 -0.659000 -4.922000 0.0 0.1 0.1
C -1.977000 4.440500 -5.907400 -0.1 0.2 -0.1
C -3.477000 4.230900 -6.145000 0.2 0.0 0.0
C -1.744900 5.738000 -5.120600 -0.1 -0.1 -0.2
C -1.310900 4.596000 -7.278000 -0.1 -0.1 0.2
C -0.245200 2.909800 0.466500 -0.6 1.4 0.2
O 0.368600 1.733900 0.528300 0.2 1.8 0.8
C 0.179400 4.055800 1.185800 0.2 -0.5 0.0
C -0.561400 5.225400 1.092700 -0.1 0.0 -0.1
C 1.414500 3.958300 2.073900 0.2 -0.1 0.1
C 1.772300 5.271400 2.780800 -0.2 -0.2 -0.2
C 1.127900 2.914700 3.160000 0.0 0.0 -0.1
C 2.615000 3.532300 1.215900 -0.2 -0.1 0.0
H -2.895400 8.078600 -1.425100 -0.1 0.1 0.0
H -2.740600 6.418500 -1.996600 0.0 -0.1 -0.1
H -1.304000 7.323300 -1.521700 0.1 0.0 -0.1
H -4.547100 7.292800 0.390600 -0.1 0.1 0.0
H -4.089700 5.962700 1.456000 0.0 0.0 0.2
H -4.405000 5.663600 -0.248400 -0.1 -0.1 -0.1
H -2.611600 8.656500 0.912100 -0.1 0.1 0.0
H -0.980300 8.007100 0.903100 0.2 0.1 0.0
H -2.142300 7.472600 2.130400 0.1 0.0 0.2
H -2.989800 4.252300 -1.028200 -0.1 0.1 0.0
H -2.938200 3.412700 -3.547000 -0.2 0.1 0.0
H 0.172100 2.813500 -6.392400 0.1 0.0 -0.2
H 2.225500 1.993600 -6.793100 0.0 0.1 -0.1
H 0.930300 0.852800 -7.207300 -0.1 0.0 -0.1
H 2.566000 0.274700 -6.907500 0.1 -0.1 0.0
H 3.146700 2.089500 -4.518700 0.1 0.1 0.0
H 3.577000 0.377700 -4.617900 0.1 -0.1 -0.1
H 2.632000 0.979400 -3.250600 0.0 0.0 0.1
H 0.147800 -0.842000 -5.464700 -0.1 -0.1 -0.1
H 0.901200 -0.878700 -3.873100 0.0 -0.1 0.0
H 1.834100 -1.341100 -5.299100 0.1 -0.1 -0.1
H -4.039000 4.251400 -5.216800 -0.1 0.0 0.1
H -3.652300 3.274400 -6.631600 -0.1 -0.1 -0.1
H -3.864400 5.018900 -6.786900 -0.1 0.1 -0.1
H -2.260900 5.707700 -4.165700 -0.1 0.0 0.1
H -2.101900 6.597500 -5.682700 -0.1 0.2 -0.1
H -0.682600 5.867500 -4.925000 0.1 0.1 0.0
H -1.402300 3.691700 -7.874300 0.0 -0.1 -0.1
H -0.260500 4.858300 -7.185200 0.2 0.0 0.0
H -1.803800 5.402800 -7.818000 0.0 0.1 0.0
H -0.228400 6.074600 1.661800 0.1 0.1 0.1
H 0.970600 5.589100 3.444100 -0.1 0.1 0.1
H 1.983200 6.064800 2.068800 0.0 0.2 -0.1
H 2.664100 5.119600 3.387900 0.0 0.0 0.0
H 0.269800 3.225500 3.753700 -0.1 0.0 0.1
H 1.988000 2.802300 3.816000 0.1 0.0 0.1
H 0.905500 1.953800 2.708000 0.0 -0.1 0.1
H 2.821900 4.294200 0.466200 0.1 0.1 -0.1
H 2.412100 2.592100 0.703600 0.2 0.1 0.1
H 3.500800 3.404000 1.835700 0.1 0.0 0.1
S 0.938400 -1.667800 1.116900 0.1 -0.5 0.9
C 0.786500 -1.273900 2.799600 1.5 -0.8 -0.7
N 1.746000 -1.693600 3.580100 -0.2 -0.1 -1.0
N 1.747500 -1.670300 4.900800 0.7 0.5 0.6
C 0.729500 -1.838600 5.826800 -0.5 -0.1 0.3
C -0.509500 -2.383800 5.488100 0.2 0.0 -0.1
C -1.437400 -2.657500 6.473000 0.1 0.1 0.0
C -1.156600 -2.382100 7.801600 -0.1 0.0 0.2
C 0.063800 -1.821700 8.139900 -0.1 -0.1 0.0
C 1.007100 -1.557300 7.166800 0.0 0.0 -0.3
N -0.223800 -0.527800 3.260000 -2.4 2.2 0.0
N -0.950300 0.149000 2.436700 2.1 -2.0 0.9
C -1.852600 0.964600 3.112200 -0.9 0.7 0.9
C -2.802200 1.682500 2.384000 0.5 -0.3 -0.1
C -3.718300 2.486300 3.032700 -0.2 0.1 0.1
C -3.714100 2.580800 4.414700 -0.1 0.1 -0.1
C -2.781800 1.861000 5.150000 0.0 0.0 0.1
C -1.858600 1.065100 4.513000 0.1 0.0 -0.2
H 2.690300 -1.742600 5.271500 -0.4 -0.1 -0.2
H -0.719500 -2.616900 4.456900 -0.1 -0.1 -0.1
H -2.385900 -3.095100 6.204100 -0.1 -0.1 -0.1
H -1.880800 -2.611300 8.569100 -0.1 0.0 0.1
H 0.278900 -1.597700 9.172300 0.1 0.0 0.1
H 1.964700 -1.133500 7.433800 0.1 0.1 0.0
H -2.827800 1.599600 1.306000 0.1 0.0 0.1
H -4.444800 3.031200 2.448600 -0.1 0.1 0.0
H -4.428600 3.214300 4.918500 -0.1 0.0 0.0
H -2.779100 1.922500 6.228200 0.0 0.0 0.1
H -1.123700 0.509300 5.074900 0.0 0.0 0.1
O 2.276800 -0.153100 -0.837400 1.1 0.4 -0.3
C 1.992500 -1.225200 -1.440600 1.6 -0.7 -0.9
O 0.780500 -1.563400 -1.552600 0.3 -2.0 -1.0
C 3.080700 -2.066600 -2.033600 -0.1 0.0 0.2
C 2.654400 -3.517400 -2.158800 -0.2 -0.3 0.5
Ge 2.633400 -4.509100 -0.407600 0.3 -0.6 -0.3
C 2.977100 -6.426900 -0.851500 -0.1 0.5 0.1
C 3.171000 -7.338100 0.181900 0.0 0.1 0.1
C 3.408100 -8.676600 -0.072200 0.0 -0.1 0.1
C 3.446000 -9.137400 -1.377700 0.0 -0.1 0.0
C 3.242600 -8.248800 -2.418300 0.0 -0.2 -0.1
C 3.009400 -6.909900 -2.152200 0.0 0.2 -0.1
C 4.234900 -3.900400 0.598600 -0.6 -0.2 -0.3
C 5.361100 -4.716000 0.638300 -0.1 -0.2 -0.1
C 6.526000 -4.293100 1.253600 0.2 -0.1 0.0
C 6.586600 -3.033100 1.822200 0.1 0.1 0.1
C 5.476600 -2.206600 1.777100 0.1 0.1 0.1
C 4.309800 -2.637100 1.169900 -0.1 0.1 0.1
C 0.935300 -4.636900 0.607700 0.6 0.0 -0.4
C 0.944900 -4.882100 1.973700 0.2 0.0 0.0
C -0.239400 -5.067300 2.664600 0.0 0.0 0.2
C -1.449500 -5.027200 1.991300 -0.1 0.1 0.1
C -1.465000 -4.798500 0.626300 -0.1 0.0 -0.1
C -0.279700 -4.600100 -0.057700 0.1 -0.1 -0.1
H 3.973600 -1.951600 -1.416400 0.0 0.1 -0.1
H 3.296200 -1.643400 -3.020900 0.0 0.1 0.0
H 3.368100 -4.031000 -2.802800 0.0 -0.2 0.1
H 1.675000 -3.558800 -2.631400 0.0 -0.1 -0.1
H 3.137200 -6.984500 1.204100 0.0 0.0 0.2
H 3.566200 -9.366100 0.745700 0.0 0.0 0.1
H 3.632000 -10.182900 -1.581500 0.0 0.0 0.0
H 3.268900 -8.602700 -3.439600 0.0 0.0 -0.1
H 2.846000 -6.230900 -2.977000 0.0 0.0 -0.1
H 5.317300 -5.698600 0.188300 0.1 -0.1 0.0
H 7.386900 -4.947000 1.289400 0.0 0.0 0.0
H 7.497000 -2.693800 2.296000 0.1 0.0 0.0
H 5.516800 -1.221300 2.218600 0.0 0.1 0.0
H 3.446100 -1.988600 1.155000 0.0 0.1 0.1
H 1.889300 -4.903400 2.501300 0.1 0.0 0.1
H -0.221000 -5.246200 3.732100 0.0 0.0 0.0
H -2.376100 -5.179000 2.530500 0.0 0.0 0.0
H -2.402500 -4.786700 0.087700 0.0 0.0 0.0
H -0.300900 -4.405600 -1.120300 -0.1 0.0 -0.2
Cl -4.905300 -0.508100 1.291300 0.2 -0.4 0.0
C -3.754900 -1.875300 1.456200 -1.2 -0.1 1.0
Cl -3.227400 -2.002500 3.158100 -0.2 -0.1 -0.5
Cl -4.559100 -3.371500 0.958000 0.0 0.1 0.0
C -2.632700 -1.594500 0.610100 1.9 0.6 -1.3
N -1.718900 -1.262300 -0.012500 -1.5 -0.4 0.6

=====

150
Properties=species:S:1:pos:R:3:forces:R:3 method="wB97M-V/def2-TZVPD" max_force_ev_per_a=1.049 lumo_ev=0.185 charge=0 multiplicity=1
Zn 0.272417 -0.386275 -0.243016 0.1 0.0 -0.3
C 2.201333 -5.837655 4.179053 0.0 0.0 0.0
C 2.461324 -4.492240 4.873284 0.0 0.0 0.0
C 3.877294 -4.512364 5.449372 0.0 0.0 0.0
C 1.471726 -4.328555 6.038826 0.0 0.0 0.0
C 2.260704 -3.356480 3.871541 0.0 0.0 0.0
C 1.027738 -3.179886 3.254361 0.0 0.0 0.0
C 0.837926 -2.165228 2.337545 -0.1 0.1 -0.1
Se -0.887485 -2.012715 1.491281 -0.1 -0.1 0.1
C -0.724835 -3.385900 0.154502 0.0 0.1 -0.1
C -0.811553 -4.720390 0.539344 0.0 0.1 0.0
C -0.681194 -5.730198 -0.394504 0.0 0.0 0.1
C -0.487232 -5.335606 -1.722135 0.0 0.0 -0.1
C -0.406579 -4.019585 -2.152665 0.0 0.0 0.0
C -0.527000 -2.977426 -1.181322 0.0 0.0 0.1
O -0.435275 -1.700527 -1.507425 0.0 -0.3 -0.2
C -0.247636 -3.705109 -3.648550 -0.1 0.1 0.1
C 0.973726 -2.813090 -3.915024 0.1 0.0 0.0
C -0.078136 -4.970331 -4.491958 0.0 0.0 0.0
C -1.515357 -2.978988 -4.122371 0.0 0.0 0.0
C -0.755064 -7.216093 -0.037482 0.0 0.0 -0.1
C -0.921113 -7.431072 1.466635 0.0 0.0 0.0
C 0.538375 -7.920069 -0.478467 0.0 0.0 0.0
C -1.951398 -7.859105 -0.754892 0.0 0.0 0.0
C 1.847695 -1.224905 1.992204 -0.1 0.0 0.1
O 1.611298 -0.260055 1.132860 0.3 0.0 0.0
C 3.103708 -1.388773 2.632037 0.1 0.0 0.0
C 3.254857 -2.448789 3.530788 0.0 0.0 0.0
C 4.338025 -0.469737 2.456382 -0.1 0.0 0.0
C 4.627452 0.221188 3.800622 0.0 0.0 0.0
C 4.197796 0.639250 1.403967 -0.1 0.0 0.0
C 5.564242 -1.316649 2.063517 0.0 0.0 0.0
H 2.364142 -6.667465 4.875469 0.0 0.1 -0.1
H 2.872212 -5.965425 3.324632 0.0 0.0 0.1
H 1.172790 -5.900506 3.813296 0.1 0.0 0.0
H 3.958585 -5.319061 6.182856 0.0 0.0 0.0
H 4.115836 -3.573442 5.957792 0.0 -0.1 0.0
H 4.626299 -4.689096 4.671403 0.0 0.0 0.1
H 1.615160 -5.125836 6.775663 0.0 0.0 -0.1
H 0.436210 -4.369756 5.691074 0.1 0.0 0.0
H 1.623544 -3.366258 6.535653 0.0 -0.1 0.0
H 0.193357 -3.835651 3.479391 0.1 0.0 0.0
H -0.971977 -4.940225 1.587859 0.0 0.0 -0.1
H -0.392643 -6.117359 -2.466600 0.0 0.0 0.1
H 1.895624 -3.318204 -3.603043 -0.1 0.0 0.0
H 0.885786 -1.866916 -3.385058 0.0 0.0 0.0
H 1.050696 -2.603996 -4.988357 0.0 0.0 0.1
H 0.803249 -5.543095 -4.188363 -0.1 0.0 0.0
H 0.053224 -4.680828 -5.537531 0.0 0.0 0.0
H -0.956007 -5.620492 -4.436544 0.1 0.0 0.0
H -1.646043 -2.059615 -3.556541 0.0 0.1 0.0
H -2.395966 -3.610807 -3.967920 0.1 0.1 0.0
H -1.444496 -2.734429 -5.188880 0.0 0.0 0.1
H -0.076876 -7.011764 2.021876 -0.1 0.0 0.0
H -0.965644 -8.502358 1.679223 0.0 0.0 0.0
H -1.843989 -6.976472 1.837725 0.1 0.0 0.0
H 1.402087 -7.477907 0.026338 0.0 0.0 0.0
H 0.695322 -7.832060 -1.556079 0.0 0.0 0.1
H 0.497726 -8.985439 -0.227939 0.0 0.1 0.0
H -2.881977 -7.364702 -0.463249 0.0 0.0 0.0
H -2.027066 -8.920660 -0.497564 0.0 0.1 0.0
H -1.852826 -7.779206 -1.840400 0.0 0.0 0.1
H 4.224366 -2.560209 4.002088 -0.1 0.0 0.0
H 3.805076 0.893199 4.064808 0.1 -0.1 0.0
H 5.547378 0.812330 3.729685 -0.1 0.0 0.0
H 4.750150 -0.505014 4.608296 0.0 0.1 0.0
H 3.355091 1.294373 1.613642 0.1 -0.1 -0.1
H 4.059536 0.236334 0.401474 0.0 0.0 0.0
H 5.117770 1.235130 1.404353 0.0 0.0 0.0
H 5.883861 -1.984769 2.866629 0.0 0.0 -0.1
H 6.403978 -0.657474 1.825371 0.0 0.0 0.0
H 5.352346 -1.929725 1.182142 0.0 0.0 0.0
C -6.250522 3.789459 -0.619291 0.1 0.0 -0.1
S -5.158278 4.979441 -1.435663 0.0 0.0 0.1
C -4.077669 5.464506 -0.049860 0.0 -0.1 -0.1
C -2.718928 4.770582 -0.034518 -0.1 -0.1 0.1
C -2.859725 3.269497 0.194948 0.4 0.3 0.0
N -1.563592 2.548895 0.214010 -0.3 -0.6 -0.2
P -0.881279 1.932370 1.722568 0.2 0.3 -0.1
C -1.824078 2.847644 3.010705 0.0 0.0 -0.2
C -1.640062 4.204836 3.287080 0.0 0.0 0.0
C -2.395888 4.827717 4.269103 0.0 0.0 0.0
C -3.335929 4.099626 4.992946 0.0 0.0 0.0
C -3.519378 2.749831 4.733045 0.0 0.0 0.0
C -2.763120 2.127768 3.746468 0.0 0.0 0.0
C 0.708755 2.849965 1.821013 -0.1 0.0 0.1
C 1.438415 2.715098 3.005864 0.0 0.0 0.0
C 2.653298 3.362431 3.161482 -0.1 0.1 0.0
C 3.172383 4.129340 2.122390 0.0 0.0 0.1
C 2.468167 4.245887 0.936586 0.0 0.0 0.0
C 1.237577 3.609827 0.785981 0.0 0.0 0.1
P -1.136282 1.543912 -1.128220 -0.5 0.2 0.9
C -0.927861 2.734998 -2.484702 0.3 -0.3 -0.1
C 0.375462 3.076005 -2.848583 0.1 -0.1 0.1
C 0.604309 4.033992 -3.826602 0.0 0.0 0.0
C -0.469434 4.660191 -4.444369 -0.1 0.0 0.0
C -1.770584 4.311581 -4.097800 0.0 0.0 0.0
C -2.000627 3.341281 -3.133649 0.0 0.1 0.0
C -2.654984 0.620043 -1.560632 0.0 0.1 0.0
C -3.003437 0.336201 -2.876490 0.0 0.0 -0.1
C -4.122804 -0.437146 -3.155047 0.0 -0.1 -0.1
C -4.893116 -0.948769 -2.122728 0.0 0.0 0.0
C -4.537491 -0.692556 -0.803179 0.0 0.0 0.0
C -3.424695 0.085463 -0.525275 0.0 0.0 0.0
H -7.031865 3.542002 -1.337064 0.0 0.0 0.0
H -6.706155 4.242817 0.260649 0.0 0.0 0.0
H -5.716729 2.879138 -0.342705 -0.1 0.0 0.0
H -4.629201 5.258322 0.871601 0.0 0.1 0.0
H -3.953121 6.542792 -0.130842 0.0 0.0 0.0
H -2.117999 5.202482 0.770183 0.0 0.0 0.0
H -2.192508 4.954858 -0.969969 0.1 0.0 -0.1
H -3.507046 2.844155 -0.571253 0.1 -0.1 -0.1
H -3.366258 3.123672 1.148149 -0.1 -0.1 0.1
H -0.895131 4.768094 2.736657 0.0 0.0 0.0
H -2.247634 5.881007 4.477863 0.0 0.0 0.0
H -3.915609 4.586317 5.768441 0.0 0.0 0.0
H -4.244768 2.181769 5.301943 0.0 0.0 0.0
H -2.898123 1.069892 3.545119 0.0 0.0 0.0
H 1.044102 2.098417 3.809102 0.0 0.0 0.0
H 3.200486 3.270436 4.092258 0.0 0.0 0.0
H 4.129771 4.622905 2.240979 0.0 0.0 0.0
H 2.869358 4.839022 0.123188 0.0 0.0 0.0
H 0.679805 3.726605 -0.133953 0.0 0.0 0.0
H 1.212850 2.583483 -2.361983 0.0 0.0 0.0
H 1.618065 4.286867 -4.111595 0.0 0.0 0.0
H -0.295046 5.414349 -5.203556 0.0 0.0 0.0
H -2.614659 4.797216 -4.574095 0.1 0.0 0.0
H -3.020520 3.071571 -2.891387 0.0 0.0 0.1
H -2.397582 0.716631 -3.692485 -0.1 0.0 0.0
H -4.384063 -0.653001 -4.185136 0.0 0.0 0.1
H -5.758825 -1.561287 -2.343166 0.0 0.0 0.0
H -5.126842 -1.100354 0.009969 0.0 0.0 0.0
H -3.145402 0.269189 0.506707 0.0 0.0 0.0
C 2.944595 -2.264199 -1.033511 0.0 0.1 0.1
C 2.901630 -0.976963 -1.803019 0.1 -0.1 0.1
O 1.995367 -0.174018 -1.655330 -0.1 0.3 -0.2
C 3.993105 -0.664257 -2.769833 0.0 0.0 0.0
C 3.723029 0.211627 -3.818462 0.0 0.1 0.0
C 4.704807 0.510991 -4.748650 0.0 0.0 0.0
C 5.971658 -0.049813 -4.624860 0.0 0.0 0.0
C 6.253519 -0.902192 -3.565189 0.0 0.0 0.0
C 5.264432 -1.216200 -2.644331 0.0 0.0 0.1
H 1.933501 -2.649874 -0.909277 0.0 0.0 0.0
H 3.331940 -2.063566 -0.028754 0.0 0.0 -0.1
H 3.562534 -3.015077 -1.518301 0.0 0.0 0.0
H 2.730216 0.639854 -3.897369 0.0 0.0 0.0
H 4.485115 1.183017 -5.571042 0.0 -0.1 0.1
H 6.740325 0.178777 -5.353203 0.0 0.0 0.0
H 7.244449 -1.328228 -3.458575 -0.1 0.0 0.0
H 5.496956 -1.870450 -1.810976 0.0 0.0 -0.1